Entry from the Open Molecules 2025 dataset: a cluster of 11 separate species, C44H121N11O11 in total (ωB97M-V with the def2-TZVPD basis set).

Computed properties:
HOMO-LUMO gap (alpha / beta) ... 8.4550 / 2.7575 eV
Expectation value of S² ... 0.75
E_tot ... -3178.369580 Eh
LUMO energy (alpha / beta) ... -1.86 / -7.55 eV
2S+1 ... 2
Net charge ... +1

Cartesian coordinates (Å):
C (12.72400, 1.51622, -26.63442)
C (14.15368, 1.73990, -26.95465)
C (14.77073, 0.58709, -27.77709)
O (14.51022, -0.65751, -27.08955)
C (15.22774, -1.67694, -27.78267)
N (14.42777, 3.09401, -27.47034)
H (12.08850, 1.46503, -27.51851)
H (12.22246, 2.21341, -25.96324)
H (12.59472, 0.51475, -26.22401)
H (14.57592, 1.74504, -25.94977)
H (15.83920, 0.79839, -27.81975)
H (14.37384, 0.63518, -28.79112)
H (16.27841, -1.38681, -27.78736)
H (14.91276, -1.81654, -28.81678)
H (15.17085, -2.58645, -27.18463)
H (15.40158, 3.36086, -27.49468)
H (13.96644, 3.79510, -26.90840)
C (6.91773, 5.85873, -24.99198)
C (8.21572, 6.21981, -24.25542)
C (7.95041, 6.71352, -22.79832)
O (9.11744, 7.05355, -22.13410)
C (8.91655, 7.76026, -20.93979)
N (9.00370, 5.06322, -24.34410)
H (6.31331, 5.10715, -24.48413)
H (7.08335, 5.41033, -25.97158)
H (6.25943, 6.72681, -25.02615)
H (8.80708, 6.97952, -24.76652)
H (7.45448, 5.96466, -22.18078)
H (7.25010, 7.54463, -22.88153)
H (9.86073, 8.20768, -20.62923)
H (8.52015, 7.10972, -20.16019)
H (8.19015, 8.55754, -21.09724)
H (9.78725, 5.20331, -23.72239)
H (8.30628, 4.42287, -23.99243)
C (7.67912, 1.10778, -32.76001)
C (7.05365, 0.48054, -31.50785)
C (5.75771, -0.22225, -31.71767)
O (4.79752, 0.76341, -32.14137)
C (3.47670, 0.21279, -32.33609)
N (8.03709, -0.44493, -30.94565)
H (6.85636, 1.68186, -33.18617)
H (8.06297, 0.35338, -33.44677)
H (8.50565, 1.76088, -32.48003)
H (6.84436, 1.21000, -30.72542)
H (5.44683, -0.68084, -30.77896)
H (5.84862, -1.03399, -32.43943)
H (2.79313, 0.87773, -32.86400)
H (2.96038, 0.03013, -31.39367)
H (3.60137, -0.71813, -32.88921)
H (7.74188, -0.75121, -30.02960)
H (8.90420, 0.06660, -30.86465)
C (10.11197, -1.07152, -27.49365)
C (8.82260, -1.69007, -27.02360)
C (8.65840, -1.54622, -25.49351)
O (9.49184, -2.47085, -24.83840)
C (9.57081, -2.29381, -23.46136)
N (7.69998, -1.08805, -27.76477)
H (10.99499, -1.65295, -27.22850)
H (10.26754, -0.05333, -27.13704)
H (10.01450, -0.96807, -28.57435)
H (8.83057, -2.75310, -27.26443)
H (7.66334, -1.82757, -25.14882)
H (8.84588, -0.50996, -25.21223)
H (8.62557, -2.24865, -22.92045)
H (10.05532, -1.36607, -23.15694)
H (10.09545, -3.08392, -22.92415)
H (6.85604, -1.59831, -27.54682)
H (7.61351, -0.14666, -27.40922)
C (8.95553, 2.18172, -23.01218)
C (7.47801, 1.71317, -22.77870)
C (7.26947, 0.97025, -21.40097)
O (8.14343, -0.16614, -21.20621)
C (7.89614, -0.83174, -19.94519)
N (6.68054, 2.94355, -22.76970)
H (9.21373, 3.10454, -22.49273)
H (9.27531, 2.31963, -24.04505)
H (9.62518, 1.42790, -22.59816)
H (7.18829, 1.08191, -23.61874)
H (6.21803, 0.69742, -21.31080)
H (7.53631, 1.65121, -20.59276)
H (6.87413, -1.16901, -19.77249)
H (8.03072, -0.14643, -19.10832)
H (8.51053, -1.72602, -19.84080)
H (6.96084, 3.50245, -21.97650)
H (5.75394, 2.60999, -22.54553)
C (4.43702, -1.43173, -25.52367)
C (4.02471, -1.15800, -24.09456)
C (4.90142, -1.93302, -23.04609)
O (4.78142, -3.31418, -23.34697)
C (5.49165, -4.15410, -22.46015)
N (4.02511, 0.30463, -23.82017)
H (4.34332, -2.48531, -25.78686)
H (5.49374, -1.20643, -25.66749)
H (3.86309, -0.84167, -26.23819)
H (2.97185, -1.42665, -24.00835)
H (4.63238, -1.61988, -22.03730)
H (5.96531, -1.69610, -23.05601)
H (6.54736, -4.20727, -22.72611)
H (5.15534, -5.19088, -22.46919)
H (5.34345, -3.86968, -21.41840)
H (3.08062, 0.45070, -23.49353)
H (4.62432, 0.60165, -23.06332)
C (0.87504, 1.73633, -24.76099)
C (0.82215, 1.96394, -23.22896)
C (-0.57928, 2.26847, -22.70841)
O (-1.23252, 3.36228, -23.40484)
C (-2.58320, 3.55979, -23.02859)
N (1.37640, 0.79869, -22.55497)
H (1.89941, 1.45060, -25.00001)
H (0.69097, 2.65488, -25.31820)
H (0.28676, 0.89979, -25.13811)
H (1.48631, 2.79403, -22.98821)
H (-0.51501, 2.65464, -21.69114)
H (-1.08449, 1.30417, -22.65392)
H (-3.21272, 2.83403, -23.54342)
H (-2.84957, 4.57991, -23.30519)
H (-2.69323, 3.48911, -21.94645)
H (1.01167, 0.74701, -21.61455)
H (0.91933, -0.00638, -22.95877)
C (0.12238, 2.26785, -28.61751)
C (1.32992, 2.47455, -29.54097)
C (1.00385, 2.33742, -31.03615)
O (0.45598, 1.03329, -31.26954)
C (-0.07892, 0.87305, -32.58672)
N (1.97689, 3.71814, -29.31822)
H (-0.79805, 2.75263, -28.94290)
H (0.35669, 2.67133, -27.63242)
H (-0.10071, 1.21156, -28.46723)
H (2.05736, 1.72452, -29.23048)
H (1.91563, 2.49648, -31.61185)
H (0.21080, 3.03001, -31.31813)
H (-1.13969, 1.12176, -32.55542)
H (-0.00395, -0.18838, -32.82307)
H (0.40001, 1.45176, -33.37654)
H (2.88928, 3.59152, -29.73251)
H (2.23372, 3.90071, -28.35864)
C (4.72525, 1.50099, -27.57182)
C (5.84632, 1.89577, -26.56022)
C (7.05055, 2.74165, -27.16234)
O (7.82151, 1.94456, -28.12654)
C (9.00352, 2.49995, -28.72194)
N (5.18333, 2.60735, -25.53228)
H (5.12257, 0.86703, -28.36449)
H (4.44439, 2.39691, -28.12549)
H (3.77340, 1.18213, -27.14706)
H (6.25440, 0.99453, -26.10269)
H (7.75684, 2.99772, -26.37261)
H (6.64102, 3.69402, -27.49907)
H (9.75423, 2.82107, -27.99985)
H (8.77224, 3.37815, -29.32475)
H (9.40260, 1.72661, -29.37827)
H (5.85996, 2.86818, -24.82925)
H (4.64299, 1.84907, -25.14095)
C (13.23175, 3.33658, -31.09679)
C (13.10945, 4.85920, -30.85218)
C (11.60960, 5.29469, -30.59654)
O (10.69059, 4.93837, -31.66576)
C (9.48305, 5.72497, -31.58330)
N (13.96259, 5.19940, -29.75324)
H (13.63987, 3.09464, -32.07812)
H (12.23343, 2.89969, -31.07268)
H (13.75040, 2.74677, -30.34100)
H (13.43435, 5.32865, -31.78071)
H (11.52842, 6.36772, -30.42302)
H (11.27254, 4.88845, -29.64288)
H (9.69587, 6.78550, -31.71783)
H (8.90103, 5.50419, -30.68852)
H (9.01150, 5.39903, -32.51040)
H (14.89049, 4.88294, -29.99603)
H (13.83351, 4.54799, -28.99224)
C (3.84902, 5.99874, -27.28530)
C (2.97512, 5.57375, -26.11687)
C (1.69513, 6.43339, -25.87914)
O (2.06168, 7.81084, -25.72184)
C (0.92004, 8.66776, -25.52063)
N (2.75788, 4.12939, -26.19236)
H (4.65930, 5.29828, -27.48757)
H (4.34621, 6.95341, -27.11361)
H (3.32856, 6.02839, -28.24256)
H (3.62464, 5.85086, -25.28656)
H (1.21336, 6.05052, -24.97948)
H (1.01223, 6.27775, -26.71432)
H (0.31674, 8.25499, -24.71209)
H (0.28221, 8.65489, -26.40443)
H (1.13817, 9.70403, -25.26242)
H (3.66820, 3.69890, -26.11442)
H (2.26703, 3.76964, -25.38630)

These are the Mulliken partial charges, in e, on atoms 1 to 99: number 1, C, carries -1.632; number 2, C, carries 0.285; number 3, C, carries -0.734; number 4, O, carries -0.284; number 5, C, carries -0.815; number 6, N, carries -0.510; number 7, H, carries 0.183; number 8, H, carries 0.591; number 9, H, carries 0.467; number 10, H, carries 0.242; number 11, H, carries 0.437; number 12, H, carries 0.312; number 13, H, carries 0.353; number 14, H, carries 0.306; number 15, H, carries 0.263; number 16, H, carries 0.212; number 17, H, carries 0.272; number 18, C, carries -1.124; number 19, C, carries 0.214; number 20, C, carries -0.639; number 21, O, carries -0.324; number 22, C, carries -0.760; number 23, N, carries -0.429; number 24, H, carries 0.215; number 25, H, carries 0.119; number 26, H, carries 0.562; number 27, H, carries 0.479; number 28, H, carries 0.202; number 29, H, carries 0.472; number 30, H, carries 0.250; number 31, H, carries 0.289; number 32, H, carries 0.330; number 33, H, carries 0.363; number 34, H, carries -0.297; number 35, C, carries -1.588; number 36, C, carries 1.252; number 37, C, carries -1.081; number 38, O, carries -0.366; number 39, C, carries -0.691; number 40, N, carries -0.046; number 41, H, carries 0.410; number 42, H, carries 0.358; number 43, H, carries 0.467; number 44, H, carries -0.112; number 45, H, carries 0.401; number 46, H, carries 0.485; number 47, H, carries 0.136; number 48, H, carries 0.331; number 49, H, carries 0.379; number 50, H, carries 0.130; number 51, H, carries 0.378; number 52, C, carries -1.583; number 53, C, carries 0.104; number 54, C, carries 0.528; number 55, O, carries -0.520; number 56, C, carries -0.487; number 57, N, carries -0.270; number 58, H, carries 0.603; number 59, H, carries 0.023; number 60, H, carries 0.259; number 61, H, carries 0.626; number 62, H, carries 0.061; number 63, H, carries -0.050; number 64, H, carries 0.008; number 65, H, carries 0.266; number 66, H, carries 0.368; number 67, H, carries 0.450; number 68, H, carries -0.602; number 69, C, carries -1.947; number 70, C, carries 1.720; number 71, C, carries -1.040; number 72, O, carries -0.199; number 73, C, carries -0.950; number 74, N, carries -0.352; number 75, H, carries 0.473; number 76, H, carries 0.405; number 77, H, carries 0.382; number 78, H, carries -0.830; number 79, H, carries 0.435; number 80, H, carries 0.590; number 81, H, carries 0.331; number 82, H, carries 0.365; number 83, H, carries 0.299; number 84, H, carries 0.325; number 85, H, carries 0.180; number 86, C, carries -1.482; number 87, C, carries 0.830; number 88, C, carries -0.665; number 89, O, carries -0.403; number 90, C, carries -0.780; number 91, N, carries -0.161; number 92, H, carries 0.588; number 93, H, carries -0.102; number 94, H, carries 0.365; number 95, H, carries 0.347; number 96, H, carries 0.608; number 97, H, carries 0.061; number 98, H, carries 0.231; number 99, H, carries 0.300